{
  "formula": "CH6O2",
  "method": "ωB97M-V with the def2-TZVPD basis set",
  "fmax_ev_per_a": 8.1,
  "homo_lumo_gap_ev": 9.099,
  "homo_ev": -10.31,
  "energy_ev": -5223.300,
  "de_lowest_kj_mol": 539.44,
  "species": ["C", "H", "H", "H", "H", "H", "H", "O", "O"],
  "coordinates": [[1.43090, 0.48268, -0.07977], [-2.20007, 0.89736, 0.92668], [-1.14608, 0.09394, -0.45145], [1.31798, -1.44211, 0.60630], [0.94886, 1.42012, -0.01741], [2.60779, 0.62055, 0.00004], [1.43450, 0.31167, -1.25687], [-2.29057, -0.09431, -0.48903], [0.84702, -0.50540, 0.57295]],
  "forces_ev_per_a": [[5.0, 0.6, -5.5], [-0.5, -2.9, -4.0], [-4.9, -1.2, -0.4], [-1.2, 3.4, -0.5], [-0.7, 0.9, 0.9], [-2.2, -0.1, 0.8], [-0.3, 0.1, 1.7], [5.4, 4.0, 4.4], [-0.6, -4.8, 2.6]]
}


{
  "formula": "CH6OS2",
  "method": "ωB97M-V with the def2-TZVPD basis set",
  "fmax_ev_per_a": 0.9,
  "homo_lumo_gap_ev": 9.313,
  "homo_ev": -9.06,
  "energy_ev": -24851.619,
  "smiles": "CO.SS",
  "de_lowest_kj_mol": 58.60,
  "species": ["S", "S", "H", "H", "C", "O", "H", "H", "H", "H"],
  "coordinates": [[0.88943, -0.62898, 2.01304], [-0.88964, 0.50932, 1.94813], [1.34178, -0.22254, 0.81263], [-0.53284, 1.16472, 3.05753], [-0.37110, -0.41588, -1.31291], [0.89948, 0.20713, -1.30861], [-0.31448, -1.31302, -0.69092], [-0.65517, -0.70906, -2.33395], [-1.15729, 0.25092, -0.96512], [0.78982, 1.15739, -1.21981]],
  "forces_ev_per_a": [[-0.5, 0.1, -0.2], [0.7, -0.4, 0.3], [0.1, 0.0, 0.0], [-0.2, 0.3, 0.0], [-0.3, -0.2, -0.6], [0.3, 0.2, 0.2], [-0.1, 0.1, 0.0], [0.2, -0.1, 0.2], [0.0, 0.0, 0.3], [0.0, 0.0, -0.1]]
}


{
  "formula": "CH6S2Si",
  "method": "ωB97M-V with the def2-TZVPD basis set",
  "fmax_ev_per_a": 3.9,
  "homo_lumo_gap_ev": [6.293, 6.293],
  "homo_ev": [-8.15, -8.15],
  "energy_ev": -30678.801,
  "de_lowest_kj_mol": 333.57,
  "species": ["C", "Si", "S", "S", "H", "H", "H", "H", "H", "H"],
  "coordinates": [[-1.25150, -0.43493, -0.43851], [0.61191, -0.42195, 0.38238], [2.97656, 0.54567, 1.83382], [-1.12569, 0.21542, -2.23907], [-1.97437, 0.14180, 0.05499], [-1.58920, -1.41700, -0.55839], [1.61575, -0.22806, -0.65804], [0.66262, -1.03783, 1.77798], [2.14343, 1.51742, 2.01674], [-2.06952, 1.11946, -2.17191]],
  "forces_ev_per_a": [[3.1, 2.0, -1.4], [-0.1, 0.0, 1.2], [-0.9, -1.0, -1.2], [0.7, -1.0, 1.1], [-0.9, 0.8, 0.8], [-0.3, -1.7, 0.3], [-0.1, -0.7, -0.3], [-0.3, -0.3, -1.3], [-0.6, 1.4, 0.6], [-0.6, 0.6, 0.2]]
}


{
  "formula": "CH6S3",
  "method": "ωB97M-V with the def2-TZVPD basis set",
  "fmax_ev_per_a": 2.1,
  "homo_lumo_gap_ev": 8.633,
  "homo_ev": -8.38,
  "energy_ev": -33638.901,
  "smiles": "CS.SS",
  "de_lowest_kj_mol": 95.96,
  "species": ["S", "S", "H", "H", "C", "S", "H", "H", "H", "H"],
  "coordinates": [[-2.06626, -1.14784, 1.59420], [-2.56929, -0.09889, -0.11248], [-0.68279, -1.21124, 1.71116], [-1.47937, -0.08697, -0.91123], [0.89990, 0.77502, -0.57734], [1.58790, -0.21501, 0.85242], [0.23234, 1.48575, -0.08000], [1.76669, 1.36003, -1.08614], [0.33536, 0.24672, -1.40849], [1.97551, -1.10758, 0.01791]],
  "forces_ev_per_a": [[0.8, -0.9, 0.7], [0.0, 0.7, -0.6], [-1.0, 0.6, -0.6], [-0.2, -0.5, 0.5], [1.1, 1.1, -0.7], [-1.0, 1.3, -0.5], [0.1, 0.0, -0.4], [-1.5, -1.0, 1.0], [0.9, 0.2, 1.4], [0.8, -1.6, -0.7]]
}


{
  "formula": "CH6S4",
  "method": "ωB97M-V with the def2-TZVPD basis set",
  "fmax_ev_per_a": 5.2,
  "homo_lumo_gap_ev": 9.097,
  "homo_ev": -8.81,
  "energy_ev": -44474.430,
  "smiles": "CSS.SS",
  "de_lowest_kj_mol": 75.96,
  "species": ["S", "S", "H", "H", "C", "S", "S", "H", "H", "H", "H"],
  "coordinates": [[-0.32524, 1.10916, 2.07703], [-1.59519, -0.47801, 2.08304], [-1.20701, 2.12038, 2.09063], [-1.41107, -0.80102, 3.38919], [-0.13282, 0.16875, -1.64936], [1.40127, -0.47671, -2.34138], [2.11339, -1.85066, -1.02570], [-0.79307, -0.46457, -1.04834], [-0.77546, 0.55386, -2.28155], [0.13614, 0.89336, -0.93746], [2.58907, -0.77454, -0.35610]],
  "forces_ev_per_a": [[0.5, 0.4, -0.2], [-0.1, -0.4, 0.5], [-0.1, -0.1, 0.1], [-0.2, 0.0, -0.4], [2.0, -2.4, 3.8], [-0.8, -0.1, -1.5], [0.0, 0.9, 0.5], [0.6, -0.9, -0.2], [-2.6, 2.1, -4.0], [0.4, 1.3, 0.8], [0.3, -0.9, 0.6]]
}


{
  "formula": "CH6S4Si",
  "method": "ωB97M-V with the def2-TZVPD basis set",
  "fmax_ev_per_a": 3.9,
  "homo_lumo_gap_ev": 9.159,
  "homo_ev": -9.08,
  "energy_ev": -52354.220,
  "smiles": "CS[Si](=S)S.S",
  "de_lowest_kj_mol": 95.26,
  "species": ["C", "Si", "S", "S", "S", "S", "H", "H", "H", "H", "H", "H"],
  "coordinates": [[1.10697, 0.37280, 1.83282], [-2.07411, 0.92065, 2.59881], [0.03012, -0.79806, -2.87425], [-2.25175, -0.89263, 3.41911], [-3.57076, 2.46056, 2.46834], [-0.28280, 1.59922, 1.69513], [0.96012, -0.31848, 0.99217], [1.08098, -0.10886, 2.70965], [2.02001, 1.02937, 1.98009], [0.31742, -1.82638, -3.63815], [0.56306, -1.42498, -1.85832], [-4.43945, 1.77744, 3.13058]],
  "forces_ev_per_a": [[-0.2, 2.5, -2.2], [0.2, -1.4, 0.5], [-0.4, 0.8, -0.2], [0.0, 1.3, -0.5], [1.8, 0.5, -0.9], [-0.2, 0.5, 0.0], [0.9, 0.5, 0.2], [-0.7, -2.1, 3.2], [-0.9, -0.9, -1.2], [0.1, -0.5, -0.6], [0.3, -0.3, 0.8], [-1.0, -1.0, 0.8]]
}